Here is 5 unconnected molecules or ions with the total composition C25H61N3O4P at a distorted geometry from the OMol25 dataset. Energies are from ωB97M-V/def2-TZVPD.

Results
Spin multiplicity: 1
Energy in hartree: -1794.6922
ΔE to the lowest compared entry with this formula, charge and spin in kJ/mol: 16.0
HOMO energy in eV: -17.6
Net charge: +3
Kohn-Sham gap in eV: 9.47

Bonds (Å) are listed after each position.
Element x y z (Å)
1 P -0.46 -2.87 -1.42  C10 1.774, C25 1.827, C26 1.844, C30 1.844
2 O 0.82 2.37 1.27  H83 0.977
3 O 0.52 5.56 -1.56  C17 1.210
4 O -1.34 3.49 5.07  C24 1.178
5 O 4.04 1.74 4.20  C18 1.243
6 N -0.06 4.72 0.48  C11 1.608, C17 1.509, H37 1.010, H74 1.010
7 N -0.81 1.87 3.40  C23 1.473, C24 1.506, H60 1.010, H73 1.010
8 N 3.16 1.50 1.99  C15 1.504, C18 1.531, H75 1.010, H79 1.010
9 C 1.63 1.57 -2.48  C31 1.588, H62 1.090, H81 1.090, H82 1.090
10 C -1.40 -1.66 -0.52  P1 1.774, C20 1.560, H56 1.090, H69 1.090
11 C -1.45 4.34 -0.25  N6 1.608, H35 1.090, H40 1.090, H63 1.090
12 C -4.08 0.17 0.01  C27 1.557, H36 1.090, H45 1.090, H51 1.090
13 C 0.73 -6.61 -0.26  C14 1.510, C33 1.552, H46 1.090, H84 1.090
14 C 0.93 -5.16 -0.63  C13 1.510, C26 1.523, H58 1.090, H76 1.090
15 C 4.18 1.57 0.89  N8 1.504, H42 1.090, H67 1.090, H80 1.090
16 C 2.17 5.94 0.22  C17 1.505, H38 1.090, H54 1.090, H71 1.090
17 C 0.91 5.44 -0.42  O3 1.210, N6 1.509, C16 1.505
18 C 3.49 2.31 3.24  O5 1.243, N8 1.531, C29 1.473
19 C 1.34 -0.91 -2.62  C30 1.565, C31 1.429, H53 1.090, H55 1.090
20 C -2.83 -2.09 -0.08  C10 1.560, C27 1.526, H70 1.090, H87 1.090
21 C 0.31 1.91 5.63  C24 1.512, H39 1.090, H50 1.090, H64 1.090
22 C -3.03 -1.73 -5.31  C32 1.531, H57 1.090, H59 1.090, H68 1.090
23 C -2.08 1.42 2.80  N7 1.473, H47 1.090, H49 1.090, H77 1.090
24 C -0.80 2.48 4.77  O4 1.178, N7 1.506, C21 1.512
25 C -1.30 -3.34 -2.97  P1 1.827, C28 1.641, H72 1.090, H89 1.090
26 C -0.34 -4.36 -0.35  P1 1.844, C14 1.523, H78 1.090, H90 1.090
27 C -3.67 -1.13 0.76  C12 1.557, C20 1.526, H43 1.090, H61 1.090
28 C -0.87 -2.70 -4.42  C25 1.641, C32 1.512, H34 1.090, H91 1.090
29 C 2.96 3.69 3.26  C18 1.473, H85 1.090, H86 1.090, H88 1.090
30 C 1.23 -2.29 -1.87  P1 1.844, C19 1.565, H66 1.090, H94 1.090
31 C 1.68 0.17 -1.74  C9 1.588, C19 1.429, H48 1.090, H93 1.090
32 C -1.68 -1.45 -4.66  C22 1.531, C28 1.512, H41 1.090, H92 1.090
33 C 0.46 -6.73 1.26  C13 1.552, H44 1.090, H52 1.090, H65 1.090
34 H 0.15 -2.29 -4.40  C28 1.090
35 H -2.04 5.23 -0.48  C11 1.090
36 H -4.86 0.72 0.53  C12 1.090
37 H -0.11 5.17 1.38  N6 1.010
38 H 2.60 5.21 0.92  C16 1.090
39 H 0.76 2.76 6.14  C21 1.090
40 H -1.19 3.80 -1.17  C11 1.090
41 H -1.73 -0.83 -3.76  C32 1.090
42 H 5.09 1.88 1.41  C15 1.090
43 H -3.17 -0.85 1.69  C27 1.090
44 H -0.61 -6.75 1.43  C33 1.090
45 H -3.40 1.01 -0.14  C12 1.090
46 H 1.57 -7.26 -0.52  C13 1.090
47 H -2.79 2.24 2.80  C23 1.090
48 H 2.68 0.06 -1.32  C31 1.090
49 H -1.80 1.03 1.82  C23 1.090
50 H 1.09 1.26 5.23  C21 1.090
51 H -4.51 -0.11 -0.95  C12 1.090
52 H 0.79 -5.87 1.85  C33 1.090
53 H 0.34 -0.64 -2.94  C19 1.090
54 H 1.82 6.79 0.80  C16 1.090
55 H 1.95 -0.90 -3.52  C19 1.090
56 H -1.52 -0.77 -1.14  C10 1.090
57 H -3.69 -2.39 -4.75  C22 1.090
58 H 1.29 -5.18 -1.66  C14 1.090
59 H -2.92 -2.12 -6.32  C22 1.090
60 H -0.37 2.48 2.71  N7 1.010
61 H -4.58 -1.68 1.01  C27 1.090
62 H 2.17 1.55 -3.43  C9 1.090
63 H -2.12 3.79 0.40  C11 1.090
64 H -0.19 1.32 6.40  C21 1.090
65 H 0.83 -7.70 1.61  C33 1.090
66 H 1.86 -2.49 -1.00  C30 1.090
67 H 3.78 2.26 0.14  C15 1.090
68 H -3.57 -0.78 -5.40  C22 1.090
69 H -0.82 -1.44 0.37  C10 1.090
70 H -3.38 -2.33 -0.99  C20 1.090
71 H 2.82 6.29 -0.58  C16 1.090
72 H -2.36 -3.08 -2.88  C25 1.090
73 H -0.27 1.02 3.40  N7 1.010
74 H 0.32 3.79 0.62  N6 1.010
75 H 2.30 1.82 1.57  N8 1.010
76 H 1.75 -4.71 -0.07  C14 1.090
77 H -2.42 0.61 3.45  C23 1.090
78 H -1.24 -4.89 -0.66  C26 1.090
79 H 2.82 0.58 2.23  N8 1.010
80 H 4.35 0.61 0.40  C15 1.090
81 H 2.08 2.35 -1.86  C9 1.090
82 H 0.62 1.87 -2.75  C9 1.090
83 H 0.60 1.82 0.50  O2 0.977
84 H -0.21 -6.95 -0.68  C13 1.090
85 H 1.90 3.82 3.06  C29 1.090
86 H 3.59 4.48 2.87  C29 1.090
87 H -2.72 -2.91 0.63  C20 1.090
88 H 3.11 3.92 4.32  C29 1.090
89 H -1.33 -4.43 -2.95  C25 1.090
90 H -0.44 -4.17 0.72  C26 1.090
91 H -0.86 -3.38 -5.27  C28 1.090
92 H -1.03 -0.81 -5.26  C32 1.090
93 H 1.19 0.07 -0.77  C31 1.090
94 H 1.67 -3.12 -2.43  C30 1.090